No. 1
Computed, not measured: a cluster of 2 separate species, C3H6N2O in total in a non-equilibrium geometry, with ωB97M-V/def2-TZVPD.

The geometry in XYZ format:
```
12
Properties=species:S:1:pos:R:3
N -1.5101 -0.4651 0.4033
C -0.8151 0.3273 -0.4691
C 1.1075 0.3516 0.2587
O 1.1971 -0.8005 0.9972
C 1.8346 0.2752 -0.9506
N 2.4177 0.2832 -1.9546
H -1.8966 -0.0901 1.2495
H -1.4465 -1.4493 0.2606
H -0.6305 -0.1458 -1.4161
H -1.3513 1.2797 -0.5888
H 0.3775 1.1449 0.3873
H 0.7158 -0.7110 1.8226
```

As for the multiplicity: 1. Its frontier orbital gap is 0.3023 Eh. The highest occupied orbital energy comes out at -0.2873 Eh. The calculated total energy is -302.532912 Eh. The relative energy (zero: lowest compared OMol25 entry of this formula, charge and spin) comes out at 4.359 eV.

No. 2
Computed, not measured: a cluster of 2 separate species, C3H9BO in total in a non-equilibrium geometry, with ωB97M-V/def2-TZVPD.

The geometry in XYZ format:
```
14
Properties=species:S:1:pos:R:3
B 0.0974 -0.5256 0.0625
C 1.4431 1.3777 -0.0905
C 0.8556 -1.8337 0.3078
C -2.0851 0.6734 -0.0393
O -1.2402 -0.4283 0.0588
H 1.2450 1.5423 -1.0900
H 2.4484 0.9688 -0.0620
H 1.1698 2.1849 0.6773
H 0.1030 -2.6686 -0.0660
H 1.2288 -2.1427 1.2069
H 1.6526 -1.8911 -0.5473
H -1.4310 1.4937 -0.2073
H -2.8241 0.7970 0.7530
H -2.6632 0.4522 -0.9638
```

As for the multiplicity: 1. Its frontier orbital gap is 0.3279 Eh. The highest occupied orbital energy comes out at -0.3031 Eh. The calculated total energy is -219.719376 Eh. The relative energy (zero: lowest compared OMol25 entry of this formula, charge and spin) comes out at 2.799 eV.

No. 3
Computed, not measured: a cluster of 2 separate species, C6H7ClN3O in total in a non-equilibrium geometry, with ωB97M-V/def2-TZVPD.

The geometry in XYZ format:
```
18
Properties=species:S:1:pos:R:3
C 1.5873 0.4111 1.5257
C 2.4226 1.0610 2.4515
C 1.7208 1.0529 0.2620
C 3.1857 1.9344 1.6205
C 1.1450 1.9090 -1.7645
C 0.8362 1.0337 -0.8275
N -1.5418 -2.3444 -2.3203
N -0.4188 -2.2099 -2.2203
N -2.7622 -2.3684 -2.7891
O 2.7573 1.9384 0.3576
Cl 4.5967 2.6952 1.9126
H 0.8182 -0.2381 2.0150
H 2.5594 0.8276 3.5472
H 0.4812 2.1330 -2.5383
H 2.1457 2.4703 -1.6409
H -0.0199 0.4758 -0.6845
H -2.8295 -2.8887 -3.6123
H -3.5595 -1.9133 -2.3203
```

As for the multiplicity: 1. Its frontier orbital gap is 0.1173 Eh. The highest occupied orbital energy comes out at -0.3627 Eh. The calculated total energy is -932.069758 Eh. As for the charge: +1. The relative energy (zero: lowest compared OMol25 entry of this formula, charge and spin) comes out at 3.259 eV.

No. 4
Computed, not measured: a cluster of 2 separate species, C30H57N2O8P2 in total in a non-equilibrium geometry, with ωB97M-V/def2-TZVPD.

The geometry in XYZ format:
```
99
Properties=species:S:1:pos:R:3
C -0.0328 -5.4698 -0.8135
C 0.7367 -4.7778 -2.0300
O 0.2875 -3.4470 -2.2961
C 0.9434 -2.4886 -1.4404
C 2.4279 -2.1532 -1.8894
C 3.5427 -2.8790 -0.9924
O 4.1141 -2.0505 0.0213
C 3.5458 -2.1721 1.2807
C 4.0027 -1.1846 2.2884
C 3.4627 -1.1584 3.6371
C 2.4308 -2.1187 4.0689
C 2.0133 -3.1135 3.1042
C 2.5620 -3.1311 1.7470
C 2.7384 -0.6194 -2.1471
C 2.3135 -0.2402 -3.6520
C 3.4444 0.7275 -4.2429
C 3.3374 2.2044 -3.7058
C 1.9637 2.9191 -4.0141
C 1.9963 4.4809 -3.7316
O 0.6956 4.9962 -3.4053
C 0.5409 5.2139 -2.0083
N 2.1335 0.3450 -1.1948
P 3.2420 1.1472 -0.0043
C 2.7458 2.9638 0.2541
C 5.0191 1.2519 -0.5271
C 0.9682 -0.1668 -0.4065
C 0.0364 0.9606 0.2062
C 0.1660 1.1041 1.7856
C -1.1735 0.5118 2.4205
C -2.3933 1.4971 2.2431
C -3.7875 0.8589 2.6321
N -3.6700 -0.4374 3.3739
C 0.0471 -1.2178 -1.1414
P -0.9939 -0.5979 -2.5766
O -0.8593 1.0656 -2.7843
O -0.5553 -1.2727 -4.0454
H -0.7662 -6.2382 -1.1505
H -0.5803 -4.6891 -0.2132
H 0.6974 -5.9359 -0.0907
H 0.4461 -5.3868 -2.9339
H 1.8504 -4.8886 -1.9476
H 1.0321 -3.0183 -0.4436
H 2.5460 -2.6389 -2.9019
H 3.2177 -3.8953 -0.6560
H 4.3836 -3.0816 -1.7218
H 4.7699 -0.4239 2.0187
H 3.8260 -0.3670 4.3360
H 1.9961 -2.0773 5.0901
H 1.2363 -3.8719 3.3612
H 2.1728 -3.9017 1.0487
H 3.8633 -0.5811 -2.2016
H 1.3689 0.3533 -3.7060
H 2.2964 -1.1263 -4.3258
H 3.2606 0.7836 -5.3547
H 4.4744 0.3514 -4.0210
H 3.5483 2.3324 -2.6120
H 4.1347 2.7990 -4.2463
H 1.2141 2.5131 -3.2649
H 1.6036 2.6671 -5.0411
H 2.7233 4.7590 -2.9226
H 2.3206 4.9954 -4.6711
H 1.3773 5.8309 -1.5638
H 0.4041 4.2416 -1.4513
H -0.3954 5.8117 -1.8171
H 1.7480 1.1197 -1.7732
H 2.2306 3.2811 -0.6905
H 3.6862 3.5779 0.3269
H 2.0870 3.0801 1.1489
H 5.4393 0.2746 -0.8992
H 5.6175 1.4891 0.4011
H 5.2838 2.0407 -1.2772
H 1.4111 -0.7048 0.4866
H -1.0287 0.6814 -0.0137
H 0.1964 1.9523 -0.3065
H 1.0549 0.5471 2.1834
H 0.2182 2.1802 2.0941
H -1.0054 0.1933 3.4759
H -1.4172 -0.4004 1.8008
H -2.4706 1.8273 1.1660
H -2.2396 2.4471 2.8314
H -4.3872 1.5746 3.2593
H -4.4090 0.6635 1.7099
H -4.5461 -0.4959 3.9079
H -3.7204 -1.2240 2.7169
H -0.6881 -1.5618 -0.3587
H -1.7511 1.4511 -2.7328
H -1.1210 -2.0513 -4.2052
C -8.8490 1.4045 2.0930
O -9.6360 0.8097 3.1232
C -8.9330 0.0989 4.0115
O -7.7382 -0.0651 4.0008
O -9.7856 -0.3974 4.9122
C -9.1706 -1.1854 5.9316
H -9.5245 1.9515 1.4377
H -8.1295 2.1074 2.5151
H -8.3401 0.6385 1.5063
H -8.4642 -0.5867 6.5077
H -8.6748 -2.0553 5.4993
H -9.9575 -1.5312 6.5993
```

As for the multiplicity: 1. Its frontier orbital gap is 0.3274 Eh. The highest occupied orbital energy comes out at -0.3924 Eh. The calculated total energy is -2571.069983 Eh. As for the charge: +1.